Record 1
{
  "formula": "C2Cl4O",
  "method": "ωB97M-V/def2-TZVPD",
  "symbols": ["Cl", "C", "Cl", "C", "Cl", "Cl", "O"],
  "positions_angstrom": [[-2.35, -0.57, -1.10], [-1.18, -0.05, 0.05], [-1.82, 1.06, 1.31], [2.63, 0.55, -0.59], [0.19, 0.63, -0.73], [-0.57, -1.50, 0.88], [3.09, -0.12, 0.18]],
  "mulliken_charge": [-0.089, 0.411, -0.108, 0.145, -0.059, -0.128, -0.173],
  "lumo_ev": 0.36,
  "e_tot_ha": -1992.17865,
  "homo_lumo_gap_ev": 11.506,
  "total_charge": 0,
  "relative_energy_ev": 0.337
}

Record 2
{
  "formula": "C2Cl4O2S",
  "method": "ωB97M-V/def2-TZVPD",
  "symbols": ["O", "Cl", "C", "Cl", "O", "C", "S", "Cl", "Cl"],
  "positions_angstrom": [[-1.48, 0.11, 1.52], [0.62, 2.28, 0.85], [1.40, 0.92, 0.13], [1.37, -1.63, -0.44], [-1.64, -1.54, -0.26], [0.68, -0.13, -0.05], [-1.40, -0.20, 0.13], [3.04, 0.95, -0.38], [-3.13, 0.86, -0.70]],
  "mulliken_charge": [-0.439, -0.138, 0.626, -0.103, -0.477, -0.150, 1.005, -0.123, -0.202],
  "lumo_ev": -3.03,
  "e_tot_ha": -2465.52417,
  "smiles": "O=S(=O)(Cl)C(Cl)=C(Cl)Cl",
  "homo_lumo_gap_ev": 7.247,
  "total_charge": 0,
  "relative_energy_ev": 1.507
}

Record 3
{
  "formula": "C2ClF2NO3",
  "method": "ωB97M-V/def2-TZVPD",
  "symbols": ["C", "C", "N", "O", "O", "F", "F", "O", "Cl"],
  "positions_angstrom": [[0.11, -0.20, -0.57], [-1.41, 0.10, 0.23], [1.26, 0.29, 0.38], [1.50, 1.47, 0.23], [1.67, -0.48, 1.20], [0.06, 0.52, -1.65], [-1.41, -0.55, 1.41], [-2.29, 0.69, -0.23], [0.51, -1.84, -1.00]],
  "mulliken_charge": [0.542, 0.413, 0.825, -0.509, -0.467, -0.168, -0.186, -0.343, -0.108],
  "lumo_ev": -0.68,
  "e_tot_ha": -1016.48834,
  "smiles": "O=C(F)[C@](F)(Cl)[N+](=O)[O-]",
  "homo_lumo_gap_ev": 10.998,
  "total_charge": 0,
  "relative_energy_ev": 0.145
}

Record 4
{
  "formula": "C2ClF3O3S",
  "method": "ωB97M-V/def2-TZVPD",
  "symbols": ["F", "S", "Cl", "F", "C", "O", "F", "O", "O", "C"],
  "positions_angstrom": [[1.58, -0.22, -1.35], [-1.56, 0.41, 0.05], [0.31, -2.16, 0.10], [1.18, 1.44, 0.05], [1.26, 0.13, -0.09], [-2.25, -0.83, 0.27], [2.28, -0.20, 0.71], [-1.77, 1.36, 1.09], [-1.12, 0.70, -1.31], [0.09, -0.63, 0.50]],
  "mulliken_charge": [-0.200, 1.158, 0.090, -0.210, 0.714, -0.524, -0.244, -0.486, -0.456, 0.159],
  "lumo_ev": [-3.77, -3.77],
  "e_tot_ha": -1459.75200,
  "homo_lumo_gap_ev": [7.520, 7.518],
  "total_charge": 0,
  "relative_energy_ev": 4.174
}

Record 5
{
  "formula": "C2ClF4NO2",
  "method": "ωB97M-V/def2-TZVPD",
  "symbols": ["O", "N", "Cl", "F", "O", "F", "C", "C", "F", "F"],
  "positions_angstrom": [[1.46, -1.29, -0.09], [1.54, -0.15, 0.06], [-3.00, 0.25, 0.05], [-1.06, -1.08, 1.16], [2.40, 0.64, 0.30], [-0.17, 1.41, -1.31], [-0.23, 0.66, -0.16], [-1.31, -0.38, 0.06], [-0.15, 1.54, 0.85], [-1.27, -1.26, -0.95]],
  "mulliken_charge": [-0.496, 0.835, -0.107, -0.157, -0.560, -0.192, 0.460, 0.582, -0.178, -0.186],
  "lumo_ev": [-0.85, -3.79],
  "e_tot_ha": -1140.81398,
  "homo_lumo_gap_ev": [6.192, 7.756],
  "total_charge": 0,
  "relative_energy_ev": 0.598,
  "spin_multiplicity": 3
}

Record 6
{
  "formula": "C2ClF5",
  "method": "ωB97M-V/def2-TZVPD",
  "symbols": ["F", "F", "F", "C", "Cl", "F", "C", "F"],
  "positions_angstrom": [[-0.71, 1.82, -0.30], [1.73, -0.63, -0.92], [-0.02, 0.15, -2.15], [0.43, -0.29, -0.94], [-0.04, 0.30, 1.73], [-1.30, -0.65, 3.12], [0.07, 0.77, 0.14], [-0.15, -1.47, -0.67]],
  "mulliken_charge": [-0.139, -0.202, -0.209, 0.758, 0.204, -0.452, 0.250, -0.210],
  "lumo_ev": [-2.29, -3.23],
  "e_tot_ha": -1035.57620,
  "homo_lumo_gap_ev": [10.356, 7.254],
  "total_charge": 0,
  "relative_energy_ev": 4.604
}

Q: What is the formula in the third record?
A: C2ClF2NO3

Repeat the fifth record exactly.
{
  "formula": "C2ClF4NO2",
  "method": "ωB97M-V/def2-TZVPD",
  "symbols": ["O", "N", "Cl", "F", "O", "F", "C", "C", "F", "F"],
  "positions_angstrom": [[1.46, -1.29, -0.09], [1.54, -0.15, 0.06], [-3.00, 0.25, 0.05], [-1.06, -1.08, 1.16], [2.40, 0.64, 0.30], [-0.17, 1.41, -1.31], [-0.23, 0.66, -0.16], [-1.31, -0.38, 0.06], [-0.15, 1.54, 0.85], [-1.27, -1.26, -0.95]],
  "mulliken_charge": [-0.496, 0.835, -0.107, -0.157, -0.560, -0.192, 0.460, 0.582, -0.178, -0.186],
  "lumo_ev": [-0.85, -3.79],
  "e_tot_ha": -1140.81398,
  "homo_lumo_gap_ev": [6.192, 7.756],
  "total_charge": 0,
  "relative_energy_ev": 0.598,
  "spin_multiplicity": 3
}